1.
C7H3Cl2N in the gas phase in a non-equilibrium geometry. Source: the OMol25 dataset; level of theory: ωB97M-V/def2-TZVPD.

The geometry in XYZ format:
```
13
Properties=species:S:1:pos:R:3:forces:R:3
C -1.329897 2.515673 -0.202251 0.956 -0.593 -0.023
C -0.387804 1.579844 -0.251154 1.706 -2.360 0.101
C 0.322034 0.453948 -0.160559 -0.891 0.151 0.300
C -0.527227 -0.761248 -0.200133 0.501 0.804 -0.139
C 2.138637 -1.030831 0.201077 -0.330 0.449 -0.508
C 1.793784 0.254386 0.201223 -3.389 -0.756 -1.404
C -1.686157 -1.338163 -0.113104 -0.894 1.650 0.061
N -1.928287 3.481498 -0.031263 -1.491 1.565 0.067
Cl -1.950070 -3.019405 -0.093802 -0.162 -0.039 -0.020
Cl -3.167619 -0.257832 0.012239 0.922 -1.217 -0.064
H 3.097553 -1.325960 0.542496 0.727 -0.549 0.020
H 1.398801 -1.762541 -0.237153 1.042 0.642 0.945
H 2.226256 1.210636 0.332380 1.303 0.254 0.665
```
Forces are in eV/Å.

The gap between HOMO and LUMO (alpha / beta) is 7.76 / 7.75 eV. The total charge is 0. For the relative energy (zero: lowest compared OMol25 entry of this formula, charge and spin), the calculation gives 192.53 kJ/mol. As for the HOMO energy (alpha / beta): -9.233 / -9.359 eV. Its maximum force is 3.7 eV/A. As for the total energy: -1243.4362 a.u.

Results of the natural (NBO) charge analysis, in e, for atoms 1 through 8:
1. C 0.138
2. C 0.068
3. C -0.120
4. C 0.090
5. C -0.330
6. C -0.216
7. C -0.160
8. N -0.217

2.
C2H3N3O in the gas phase. Source: the OMol25 dataset; level of theory: ωB97M-V/def2-TZVPD.

The geometry in XYZ format:
```
9
Properties=species:S:1:pos:R:3:forces:R:3
N 1.769936 -0.042576 0.176607 0.042 0.168 -0.098
C 0.389081 -0.163356 0.125513 -0.085 -0.234 0.020
N -0.221873 -1.303953 0.315769 0.335 0.297 -0.123
O -1.562049 -0.974204 0.157945 -0.223 0.115 -0.084
C -1.607905 0.330232 -0.078513 0.164 0.055 0.021
N -0.450634 0.904935 -0.115580 -0.287 -0.205 0.113
H 2.038219 0.928509 0.275055 -0.033 -0.089 -0.124
H 2.229046 -0.451025 -0.629336 -0.020 -0.085 0.233
H -2.583821 0.771434 -0.227463 0.108 -0.022 0.043
```
Forces are in eV/Å.

The SMILES is Nc1ncon1. The gap between HOMO and LUMO is 10.90 eV. The total charge is 0. For the relative energy (zero: lowest compared OMol25 entry of this formula, charge and spin), the calculation gives 116.87 kJ/mol. As for the HOMO energy: -9.939 eV. Its maximum force is 0.5 eV/A. As for the total energy: -317.4878 a.u.

Results of the natural (NBO) charge analysis, in e, for atoms 1 through 8:
1. N -0.816
2. C 0.432
3. N -0.170
4. O -0.280
5. C 0.363
6. N -0.511
7. H 0.388
8. H 0.391

3.
A molecular structure, C4HKMgO4 in a non-equilibrium geometry. Source: the OMol25 dataset; level of theory: ωB97M-V/def2-TZVPD.

The geometry in XYZ format:
```
11
Properties=species:S:1:pos:R:3:forces:R:3
O 1.540607 -3.177985 0.241274 -0.074 0.162 0.088
C 1.857160 -4.095880 -0.339081 0.060 -0.149 -0.082
C -1.689882 0.540918 0.199842 0.213 -0.709 -3.142
C -1.927756 -0.610646 -0.129647 -0.968 -1.662 1.395
H -2.212124 -1.644009 -0.246278 -0.208 0.265 0.172
K 0.486756 -1.013386 1.760679 -0.086 -0.530 0.347
O -1.236265 1.453141 -0.745145 1.457 1.259 0.517
C 0.055264 1.757714 -0.542710 -3.387 1.382 2.101
O 0.528012 2.781381 -1.051148 1.812 0.481 -0.876
O 0.569281 1.240643 0.506814 2.716 -0.107 0.430
Mg 2.028947 2.768109 0.345399 -1.535 -0.393 -0.950
```
Forces are in eV/Å.

The gap between HOMO and LUMO is 6.66 eV. The total charge is +2. As for the HOMO energy: -17.540 eV. Its maximum force is 4.2 eV/A. As for the total energy: -1253.3358 a.u.

Results of the natural (NBO) charge analysis, in e, for atoms 1 through 8:
1. O -0.621
2. C 0.626
3. C 0.138
4. C -0.105
5. H 0.268
6. K 0.984
7. O -0.423
8. C 0.974

4.
C21H19ClN4O3 in the gas phase in a non-equilibrium geometry. Source: the OMol25 dataset; level of theory: ωB97M-V/def2-TZVPD.

The geometry in XYZ format:
```
48
Properties=species:S:1:pos:R:3:forces:R:3
C -0.805306 -4.844777 0.444430 0.025 -0.074 0.036
C -0.825961 -3.716432 -0.237560 -0.244 0.323 -0.106
C -1.945508 -3.302357 -1.143465 0.242 -0.414 -0.407
H -2.802482 -3.972899 -1.054727 0.099 0.065 -0.019
H -1.590470 -3.274088 -2.181730 -0.171 -0.046 0.195
O -2.425792 -2.002033 -0.789565 -0.129 0.061 0.246
C -1.786908 -0.956108 -1.339940 -0.079 -0.156 -0.234
O -0.911613 -1.071440 -2.162644 -0.087 0.070 0.127
C -2.233816 0.344945 -0.804540 -0.061 0.594 0.063
C -3.430628 0.569481 -0.245603 0.321 -0.573 -0.463
O -3.790616 1.787922 0.264463 0.154 0.466 0.216
C -2.876013 2.796999 0.283059 0.318 0.319 0.026
C -1.651352 2.699181 -0.279300 -0.819 -0.967 -0.156
C -0.773364 3.787574 -0.250338 0.152 0.448 0.071
N -0.060233 4.689778 -0.239396 0.211 0.299 0.034
C -1.170586 1.415779 -0.922888 0.089 -0.025 0.017
C 0.098619 0.954963 -0.267944 0.474 0.165 -0.316
C 1.377897 1.090374 -0.766367 -0.430 -0.125 0.250
N 2.235548 0.545164 0.133701 -0.620 0.313 -0.377
N 1.558158 0.060323 1.181648 0.003 -0.311 0.756
C 0.278817 0.303460 0.972855 0.230 0.151 -0.381
C -0.750261 -0.095390 1.970035 0.088 -0.047 -0.001
H -0.250848 -0.434494 2.873117 -0.014 -0.021 0.092
H -1.395548 0.748454 2.209511 -0.083 0.025 0.067
H -1.369700 -0.904464 1.583467 -0.086 -0.046 0.054
C 3.633824 0.428990 0.094348 0.731 -0.144 0.055
C 4.214634 -0.704507 0.653586 -0.134 0.040 -0.074
C 5.588649 -0.847725 0.643132 0.011 0.027 -0.005
C 6.386903 0.132734 0.076413 0.094 0.018 -0.009
C 5.805885 1.267753 -0.463027 0.058 -0.049 -0.008
C 4.431601 1.427455 -0.450839 -0.154 -0.009 0.074
H 3.987917 2.326482 -0.846389 -0.018 0.054 0.009
H 6.425729 2.042140 -0.889472 0.040 0.068 -0.030
H 7.460199 0.016453 0.063023 0.088 -0.006 0.002
H 6.038161 -1.729255 1.075214 0.021 -0.073 0.036
H 3.574575 -1.451785 1.094822 -0.035 -0.064 0.026
Cl 1.854754 1.724668 -2.271065 -0.076 0.010 -0.156
H -0.945707 1.584913 -1.985963 -0.084 -0.039 0.173
N -3.336360 3.881923 0.973329 -0.162 -0.395 -0.092
H -2.832692 4.745314 0.858045 -0.007 0.018 0.001
H -4.331814 3.941933 1.107105 0.029 0.051 -0.027
C -4.554521 -0.403310 -0.098091 -0.053 0.154 0.078
H -4.653936 -1.023743 -0.982939 -0.026 -0.014 0.021
H -5.475888 0.147816 0.074537 -0.043 0.000 -0.017
H -4.372366 -1.057583 0.752528 -0.027 -0.049 0.048
H -0.013912 -3.004663 -0.173290 0.186 0.045 0.033
H 0.024266 -5.108488 1.076849 0.196 -0.026 0.098
H -1.611932 -5.557446 0.387842 -0.216 -0.111 -0.027
```
Forces are in eV/Å.

The SMILES is C=CCOC(=O)C1=C(C)OC(N)=C(C#N)[C@H]1c1c(C)nn(-c2ccccc2)c1Cl. The gap between HOMO and LUMO is 8.94 eV. The total charge is 0. For the relative energy (zero: lowest compared OMol25 entry of this formula, charge and spin), the calculation gives 97.90 kJ/mol. As for the HOMO energy: -8.419 eV. Its maximum force is 1.3 eV/A. As for the total energy: -1716.5498 a.u.

Results of the natural (NBO) charge analysis, in e, for atoms 1 through 8:
1. C -0.373
2. C -0.204
3. C -0.119
4. H 0.195
5. H 0.219
6. O -0.515
7. C 0.789
8. O -0.590